This record from the OMol25 dataset describes a molecular structure, C30H21ClFI2N6O9Re at a distorted geometry. The level of theory is ωB97M-V/def2-TZVPD.

## Properties
- Kohn-Sham gap (spin up / spin down) (eV) = 7.3 / 6.2
- energy above the lowest of the compared OMol25 structures with the same formula, charge and spin (kJ/mol) = 314.6
- total energy (a.u.) = -3395.0143
- E_HOMO (spin up / spin down) (eV) = -10.83 / -10.89
- expectation value of S² = 1.10

The geometry in ORCA input format:
```
! wB97M-V def2-TZVPD RIJCOSX def2/J DEFGRID3
* xyz 1 2
O -4.071 -2.878 -1.857
H -0.271 2.799 4.953
O 1.519 -0.742 -1.858
C -2.271 -1.392 -1.870
C -1.415 -1.985 2.740
C -0.090 2.357 3.985
C 1.305 1.133 2.479
O -3.388 1.951 -5.089
C -0.095 5.241 0.463
C 2.328 -1.776 -1.916
N -2.093 -3.848 -1.377
H 3.102 -2.261 2.145
H -2.024 2.856 3.173
H 3.354 1.029 1.857
H -1.541 -0.477 -5.138
Re 0.660 0.024 -0.227
H 2.012 -2.784 -3.823
H 2.878 -0.170 3.057
C -1.316 -2.613 3.969
C 1.291 5.192 0.482
I 0.084 -3.954 6.282
O 3.399 -1.826 -1.354
C -0.360 -1.989 -3.378
C 1.253 3.289 -0.983
C -0.829 -3.881 -0.812
O 0.049 -2.941 -1.281
C 2.548 0.353 2.155
N -0.842 2.320 -1.677
H 2.191 -3.882 -2.435
H -2.204 -2.793 4.556
N 0.381 1.223 1.508
Cl -2.346 4.023 -3.064
H 0.076 0.326 -3.508
H 2.154 -2.678 0.713
C 1.964 4.221 -0.243
C -0.790 1.819 1.776
O -2.283 0.065 -5.455
H -1.900 4.321 -0.255
H -0.616 6.007 1.019
C -0.828 0.382 -2.873
C -1.685 2.500 -2.777
O -0.429 -1.186 0.755
C -2.889 -2.755 -1.700
H 2.036 -3.119 4.028
H 3.121 -0.605 0.437
C -1.255 -1.049 -2.649
C 2.201 -2.014 1.577
C 1.765 -2.938 -2.773
N 2.312 -0.624 1.061
H 1.869 1.621 4.483
C -2.541 1.176 -4.749
C -1.063 2.395 3.000
N -0.405 1.022 -1.613
C -0.821 4.306 -0.256
H 1.848 5.926 1.047
F -2.998 -0.442 -1.291
N 0.310 -2.993 -2.665
C -0.272 -1.755 1.969
I -3.277 -1.409 2.014
O -0.122 -1.808 -4.546
C -1.781 1.361 -3.490
H 3.045 4.207 -0.259
H 1.768 2.561 -1.601
C 1.070 -2.794 3.669
H -1.519 1.800 0.980
C -0.070 -3.013 4.434
O -0.503 -4.632 0.051
C -0.139 3.327 -0.967
C 1.107 1.712 3.723
C 0.985 -2.168 2.438
H -2.648 -4.671 -1.168
*
```

=====

This record from the OMol25 dataset describes C2H7O2PS in the gas phase at a distorted geometry. The level of theory is ωB97M-V/def2-TZVPD.

## Properties
- Kohn-Sham gap (eV) = 10.3
- energy above the lowest of the compared OMol25 structures with the same formula, charge and spin (kJ/mol) = 180.9
- total energy (a.u.) = -970.3608
- E_HOMO (eV) = -9.64
- SMILES = CPS(C)(=O)=O

The geometry in ORCA input format:
```
! wB97M-V def2-TZVPD RIJCOSX def2/J DEFGRID3
* xyz 0 1
H -1.243 -2.511 -0.537
H 1.767 -0.731 -0.551
H -1.503 -1.664 1.078
C -1.546 -1.660 -0.072
H 2.555 1.893 0.699
O -1.292 0.967 0.285
P 1.321 -0.226 0.671
H -2.546 -1.308 -0.300
C 1.493 1.537 0.401
S -0.641 -0.138 -0.396
H 1.186 1.826 -0.639
H 0.789 2.006 1.209
O -0.339 0.009 -1.848
*
```

=====

This record from the OMol25 dataset describes a molecular structure, C39H60N2P2PtSi4Te. The level of theory is ωB97M-V/def2-TZVPD.

## Properties
- Kohn-Sham gap (spin up / spin down) (eV) = 7.5 / 6.3
- energy above the lowest of the compared OMol25 structures with the same formula, charge and spin (kJ/mol) = 40.0
- total energy (a.u.) = -3859.2005
- E_HOMO (spin up / spin down) (eV) = -12.25 / -13.85
- expectation value of S² = 6.03

The geometry in ORCA input format:
```
! wB97M-V def2-TZVPD RIJCOSX def2/J DEFGRID3
* xyz 2 5
C 1.956 3.918 1.915
C 4.193 3.379 -3.130
H -4.522 -2.631 -0.920
H 2.316 1.785 5.118
C -2.209 3.138 3.696
H -2.877 -2.875 4.432
C -2.715 -3.951 4.502
H -4.135 3.596 0.377
H 2.993 -1.467 -2.069
C -1.714 2.572 2.534
H -3.329 4.228 -4.997
N -2.059 0.280 -0.075
H -0.723 -2.541 2.785
C -4.085 4.021 2.470
H -3.762 -3.680 1.334
H -2.763 -2.648 -0.961
H -2.013 -4.137 5.316
Si 3.362 -0.765 0.279
H 2.873 -4.580 -1.258
H -0.449 -5.213 -1.363
H -4.279 -5.237 1.955
H -2.890 5.673 -3.040
H 0.189 -8.366 0.332
C 2.638 2.447 -1.032
C -3.640 -2.011 -1.090
Te -0.302 -3.243 0.334
H 0.323 -3.969 2.761
H -0.783 2.016 2.566
H 4.797 1.223 0.849
H 4.074 -0.076 -1.987
H 3.533 -6.205 -1.355
P -1.750 1.903 -0.115
C 1.964 2.525 1.834
C -0.029 2.088 -0.075
P 1.635 1.740 0.263
C -2.407 2.726 1.332
H 4.799 3.743 -3.948
C 4.592 3.606 -1.820
H -5.966 0.114 -0.343
H 4.486 0.220 2.269
H 4.127 3.333 0.251
C -3.594 3.456 1.303
C -2.804 4.599 -2.952
H -5.047 1.566 -0.008
C -1.435 -6.405 3.164
Si -3.658 -0.513 0.021
C -3.415 -4.681 1.582
H 2.088 5.614 3.211
H 2.380 -4.982 1.861
C -0.612 -3.549 2.379
H -0.661 -6.427 3.932
H -1.034 -5.765 0.214
H 2.698 2.528 -4.418
H 4.682 -1.684 -1.594
H 1.311 1.699 -2.562
H 2.494 -3.079 0.610
C -2.936 2.405 -3.941
H -2.488 0.758 -2.644
H 1.844 4.520 1.020
H -3.994 0.039 2.385
H -2.999 -1.404 2.247
C 2.214 2.380 4.220
C -2.581 1.834 -2.729
C 3.012 2.695 -3.396
H -3.667 -4.408 4.780
H 2.736 -2.252 2.166
H 2.067 0.675 2.923
Pt -0.168 -0.270 0.208
C 2.083 1.756 2.988
C -3.875 -0.899 1.835
C 2.605 -5.630 -1.386
H -3.109 -5.172 0.656
C 4.669 0.198 1.194
H 2.182 -5.752 -2.385
C -2.347 2.649 -1.622
H -4.983 0.831 -1.617
H -5.003 4.592 2.444
H -3.123 1.774 -4.799
C 2.100 -6.014 1.642
Si -2.094 -4.681 2.904
C 2.218 3.765 4.298
C -3.396 3.861 3.664
H 0.551 -8.172 -1.387
H 2.324 4.250 5.259
C -2.445 4.035 -1.739
C 3.139 -2.392 1.160
N 1.799 0.099 0.338
H 4.105 -2.894 1.256
H 1.815 -8.672 -0.269
H -1.667 3.021 4.624
Si 1.425 -6.252 -0.083
H 5.505 4.148 -1.616
C 2.234 2.230 -2.351
H -1.029 -6.855 2.256
H 1.402 -6.359 2.407
H -3.780 4.306 4.572
H -4.755 -1.513 2.035
H -3.662 -1.694 -2.135
C -3.051 3.784 -4.050
C -0.214 -5.256 -0.296
C 2.088 4.535 3.147
H -2.235 4.676 -0.891
C 3.815 3.142 -0.768
C -5.018 0.621 -0.548
C 3.818 -1.022 -1.506
H -2.248 -7.051 3.505
H 5.625 -0.308 1.034
H 3.006 -6.616 1.744
C 0.944 -8.023 -0.379
*
```